No. 1
{"formula": "C22H13NO7S3", "method": "wB97M-V/def2-TZVPD", "e_tot_ev": -71351.25695, "orbital_gap_ev": 7.64, "smiles": "O=C1OC(=O)c2cc(NS(=O)(=O)c3ccc(S(=O)(=O)c4ccccc4)s3)cc3cccc1c23", "e_lumo_ev": -1.581, "homo_ev": -9.2227, "symbols": ["O", "C", "O", "C", "O", "C", "C", "C", "N", "S", "O", "O", "C", "C", "C", "C", "S", "O", "O", "C", "C", "C", "C", "C", "C", "S", "C", "C", "C", "C", "C", "C", "C", "H", "H", "H", "H", "H", "H", "H", "H", "H", "H", "H", "H", "H"], "xyz": [[-2.599, -2.253, 2.962], [-1.477, -1.987, 2.487], [-0.799, -2.796, 1.620], [0.352, -2.341, 1.089], [0.940, -2.929, 0.184], [0.956, -1.034, 1.466], [2.160, -0.565, 0.939], [2.633, 0.688, 1.196], [3.759, 1.146, 0.576], [3.685, 2.086, -0.841], [3.108, 3.372, -0.415], [5.044, 2.222, -1.371], [2.571, 1.160, -1.895], [2.770, -0.045, -2.599], [1.565, -0.383, -3.305], [0.606, 0.587, -3.140], [-1.087, 0.549, -3.778], [-1.565, 1.910, -4.003], [-1.103, -0.234, -5.042], [-2.056, -0.350, -2.524], [-1.998, -1.717, -2.406], [-2.783, -2.340, -1.487], [-3.582, -1.625, -0.596], [-3.599, -0.248, -0.637], [-2.837, 0.388, -1.625], [1.003, 1.912, -2.103], [1.971, 1.516, 2.125], [0.722, 1.083, 2.625], [-0.009, 1.906, 3.490], [-1.179, 1.442, 4.094], [-1.678, 0.190, 3.735], [-0.974, -0.647, 2.875], [0.225, -0.193, 2.331], [2.713, -1.190, 0.216], [4.452, 1.593, 1.163], [3.698, -0.661, -2.585], [1.377, -1.248, -3.924], [-1.382, -2.305, -3.076], [-2.707, -3.426, -1.413], [-4.180, -2.129, 0.137], [-4.204, 0.285, 0.062], [-2.909, 1.447, -1.782], [2.360, 2.504, 2.388], [0.374, 2.873, 3.743], [-1.730, 1.959, 4.882], [-2.608, -0.169, 4.161]]}

---

No. 2
{"formula": "C22H14Cl2CuN3OS", "method": "wB97M-V/def2-TZVPD", "e_tot_ev": -110081.88994, "charge": -2, "orbital_gap_ev": 5.37, "e_lumo_ev": 4.267, "homo_ev": -1.1030, "symbols": ["Cu", "N", "C", "C", "C", "C", "C", "C", "C", "C", "C", "C", "C", "C", "H", "H", "H", "H", "H", "H", "H", "H", "H", "H", "Cl", "C", "C", "C", "Cl", "C", "C", "C", "C", "N", "C", "C", "O", "H", "H", "H", "H", "S", "C", "N"], "xyz": [[-0.737, 0.464, -0.844], [-1.832, -1.287, 1.523], [-2.149, -2.259, 0.591], [-3.463, -2.725, 0.484], [-3.794, -3.749, -0.387], [-2.816, -4.341, -1.172], [-1.510, -3.874, -1.075], [-1.153, -2.839, -0.221], [0.262, -2.368, -0.176], [1.242, -3.308, 0.155], [2.585, -2.962, 0.164], [2.935, -1.659, -0.163], [1.945, -0.735, -0.478], [0.567, -1.028, -0.499], [-2.587, -0.654, 1.735], [-0.999, -0.751, 1.310], [-4.231, -2.258, 1.092], [-4.827, -4.073, -0.461], [-3.067, -5.135, -1.866], [-0.734, -4.303, -1.701], [0.940, -4.319, 0.414], [3.341, -3.694, 0.433], [3.979, -1.359, -0.163], [2.274, 0.274, -0.723], [-0.356, 2.309, 4.182], [0.494, 2.793, 2.735], [1.556, 3.677, 2.860], [2.265, 4.095, 1.763], [3.601, 5.216, 1.979], [1.927, 3.635, 0.471], [2.595, 4.015, -0.713], [2.173, 3.518, -1.916], [1.084, 2.635, -1.945], [0.451, 2.254, -0.859], [0.841, 2.731, 0.343], [0.066, 2.245, 1.496], [-0.872, 1.434, 1.357], [1.825, 4.040, 3.844], [3.435, 4.695, -0.652], [2.667, 3.793, -2.840], [0.722, 2.223, -2.880], [-4.825, 1.595, -3.067], [-3.410, 1.172, -2.322], [-2.412, 0.866, -1.809]]}

---

No. 3
{"formula": "C22H14Cl3N3O3Tc", "method": "wB97M-V/def2-TZVPD", "s_squared": 3.799, "e_tot_ev": -73401.08612, "charge": 2, "spin_multiplicity": 4, "orbital_gap_ev": [6.03, 5.50], "e_lumo_ev": [-7.556, -8.276], "homo_ev": [-13.5844, -13.7755], "symbols": ["Tc", "C", "O", "C", "C", "C", "C", "C", "C", "N", "N", "C", "C", "C", "C", "O", "C", "N", "C", "C", "C", "C", "H", "H", "H", "H", "H", "H", "H", "H", "H", "H", "H", "H", "Cl", "C", "C", "C", "Cl", "C", "O", "C", "Cl", "C", "H", "H"], "xyz": [[-0.005, -0.317, -3.607], [-3.478, -0.399, 5.878], [-2.276, -0.522, 5.141], [-1.616, 0.517, 4.680], [-0.502, 0.202, 3.861], [0.194, 1.178, 3.220], [-0.163, 2.544, 3.401], [-1.178, 2.869, 4.328], [-1.917, 1.876, 4.919], [0.535, 3.472, 2.736], [1.016, 3.480, 1.618], [0.465, 2.916, 0.515], [-0.937, 2.886, 0.364], [-1.561, 2.271, -0.701], [-0.778, 1.558, -1.618], [-1.185, 0.811, -2.585], [0.648, 1.612, -1.498], [1.288, 0.882, -2.442], [2.611, 0.939, -2.480], [3.346, 1.707, -1.572], [2.711, 2.392, -0.556], [1.306, 2.356, -0.499], [-3.809, -1.420, 6.057], [-4.237, 0.135, 5.301], [-3.324, 0.101, 6.836], [-0.241, -0.836, 3.746], [1.037, 0.940, 2.589], [-1.414, 3.908, 4.506], [-2.730, 2.136, 5.579], [-1.532, 3.419, 1.089], [-2.630, 2.311, -0.823], [3.112, 0.362, -3.246], [4.420, 1.744, -1.672], [3.271, 2.960, 0.169], [1.018, -7.318, -3.908], [0.911, -5.645, -4.190], [0.636, -4.784, -3.118], [0.543, -3.444, -3.392], [0.112, -2.259, -2.207], [0.744, -2.877, -4.670], [0.671, -1.580, -4.791], [0.991, -3.781, -5.737], [1.160, -3.166, -7.317], [1.062, -5.142, -5.480], [0.479, -5.167, -2.123], [1.223, -5.826, -6.298]]}

---

No. 4
{"formula": "C22H14Cl44INO4", "method": "wB97M-V/def2-TZVPD", "e_tot_ev": -591788.23686, "orbital_gap_ev": 8.37, "e_above_lowest_ev": 12.9355, "e_lumo_ev": -0.402, "homo_ev": -8.7679, "symbols": ["C", "C", "I", "C", "N", "O", "C", "O", "O", "C", "O", "C", "C", "C", "C", "C", "C", "H", "H", "H", "H", "H", "H", "H", "H", "H", "H", "H", "H", "H", "H", "C", "Cl", "Cl", "Cl", "Cl", "C", "Cl", "Cl", "Cl", "Cl", "C", "Cl", "Cl", "Cl", "Cl", "C", "Cl", "Cl", "Cl", "Cl", "C", "Cl", "Cl", "Cl", "Cl", "C", "Cl", "Cl", "Cl", "Cl", "C", "Cl", "Cl", "Cl", "Cl", "C", "Cl", "Cl", "Cl", "Cl", "C", "Cl", "Cl", "Cl", "Cl", "C", "Cl", "Cl", "Cl", "Cl", "C", "Cl", "Cl", "Cl", "Cl"], "xyz": [[5.018, 2.207, 0.291], [3.404, 2.426, 0.631], [2.961, 4.493, -0.085], [2.424, 1.360, -0.165], [2.289, 0.012, 0.507], [3.225, -0.205, 1.447], [0.884, -0.267, 0.996], [0.403, -1.514, 0.735], [0.065, 0.710, 1.745], [-1.275, 0.189, 2.053], [-2.092, 1.369, 2.492], [-2.963, 1.698, 1.316], [-4.625, 1.536, 1.371], [-5.517, 1.911, 0.010], [-4.746, 2.398, -1.371], [-3.099, 2.554, -1.393], [-2.176, 2.230, -0.055], [5.215, 1.979, -0.851], [5.513, 1.364, 0.968], [5.644, 3.193, 0.527], [3.283, 2.389, 1.796], [2.964, 1.155, -1.210], [1.374, 1.815, -0.443], [2.866, -0.103, 2.377], [-1.284, -0.633, 2.916], [-1.854, -0.269, 1.145], [-5.209, 1.180, 2.340], [-6.703, 1.850, -0.023], [-5.305, 2.679, -2.375], [-2.537, 2.901, -2.368], [-0.991, 2.351, -0.056], [-3.603, -3.261, -0.018], [-4.107, -4.030, 1.508], [-3.557, -1.492, 0.194], [-1.982, -3.846, -0.471], [-4.764, -3.675, -1.305], [-2.703, -7.627, 3.398], [-2.099, -7.036, 1.830], [-1.349, -8.301, 4.340], [-3.439, -6.278, 4.298], [-3.924, -8.895, 3.124], [-5.403, -8.396, 7.320], [-4.073, -7.601, 8.200], [-5.775, -9.958, 8.091], [-6.848, -7.354, 7.360], [-4.915, -8.670, 5.629], [-8.848, 3.668, -1.518], [-9.725, 2.284, -2.218], [-9.652, 4.183, -0.014], [-7.170, 3.188, -1.160], [-8.843, 5.018, -2.681], [5.075, -2.204, -1.255], [6.103, -1.587, 0.064], [5.781, -3.703, -1.907], [3.442, -2.540, -0.626], [4.973, -0.983, -2.548], [-0.025, 7.820, -0.912], [-0.617, 8.887, 0.386], [-0.325, 8.585, -2.493], [1.724, 7.548, -0.706], [-0.882, 6.259, -0.835], [7.775, 1.510, -3.882], [9.123, 0.830, -4.829], [6.306, 1.557, -4.890], [7.481, 0.490, -2.451], [8.190, 3.162, -3.360], [7.475, -6.258, -4.328], [7.829, -4.583, -4.821], [6.777, -6.260, -2.688], [6.313, -6.981, -5.469], [8.981, -7.210, -4.333], [3.875, 1.128, 5.564], [5.338, 0.502, 4.762], [3.988, 2.900, 5.706], [2.439, 0.700, 4.599], [3.735, 0.409, 7.188], [-2.125, 11.770, -4.237], [-1.097, 12.386, -2.919], [-1.419, 10.270, -4.890], [-3.758, 11.433, -3.609], [-2.227, 12.990, -5.531], [-0.925, -7.141, -3.186], [-1.712, -5.921, -4.218], [-1.410, -6.887, -1.490], [-1.423, -8.771, -3.707], [0.844, -6.988, -3.327]]}